# 1
# C3H8N3O

An isolated ion of composition C3H8N3O and charge +1 in a non-equilibrium geometry (ωB97M-V with the def2-TZVPD basis set, the OMol25 dataset).

Values from the calculation:
- orbital gap (hartree) = 0.31402
- ΔE to the lowest compared entry with this formula, charge and spin (kcal/mol) = 92.3
- HOMO (eV) = -13.099
- net charge = +1

XYZ file:
```
15
Properties=species:S:1:pos:R:3:nbo_charge:R:1
N 1.925 -0.983 -0.137 -0.689
N 1.348 0.267 -0.634 -0.205
C 0.711 1.127 0.388 -0.268
C -0.163 0.412 -0.486 -0.028
N -1.027 -0.622 -0.181 -0.494
C -2.298 -0.498 0.132 0.572
O -3.102 0.413 -0.161 -0.535
H 2.362 -1.378 -0.937 0.383
H 2.646 -0.653 0.490 0.374
H 0.784 2.221 0.364 0.240
H 0.981 0.737 1.397 0.221
H -0.402 1.118 -1.286 0.231
H -0.540 -1.523 0.054 0.471
H -2.696 -1.454 0.327 0.208
H -2.752 1.120 -0.629 0.518
```

***

# 2
# C38H32ClIrN7O3

C38H32ClIrN7O3 as an isolated structure in a non-equilibrium geometry (ωB97M-V with the def2-TZVPD basis set, the OMol25 dataset).

Values from the calculation:
- orbital gap (hartree) = 0.24122
- ΔE to the lowest compared entry with this formula, charge and spin (kcal/mol) = 35.5
- HOMO (eV) = -9.845
- net charge = +1

XYZ file:
```
82
Properties=species:S:1:pos:R:3:mulliken_charge:R:1
Ir 0.928 -1.107 1.345 1.701
C -12.073 -1.701 -3.187 -0.848
O -10.928 -1.170 -3.841 -0.460
C -9.743 -1.237 -3.207 0.926
C -8.641 -0.749 -3.916 -0.585
C -7.386 -0.783 -3.357 -0.503
C -7.192 -1.297 -2.070 0.307
C -8.290 -1.783 -1.374 -0.797
C -9.561 -1.758 -1.930 -0.621
C -5.840 -1.293 -1.506 0.368
N -4.758 -0.923 -2.159 -0.802
C -3.731 -1.062 -1.267 0.773
C -4.189 -1.515 -0.052 0.080
N -5.543 -1.665 -0.221 -0.114
C -3.327 -1.748 1.063 -0.021
C -3.709 -2.254 2.316 -0.452
C -2.759 -2.451 3.286 -1.175
C -1.434 -2.098 3.021 0.346
N -1.064 -1.592 1.859 -0.109
C -1.972 -1.453 0.867 0.293
C -1.480 -1.040 -0.409 0.445
N -0.148 -0.897 -0.520 -0.835
C 0.378 -0.562 -1.686 -0.283
C -0.412 -0.320 -2.815 -1.061
C -1.776 -0.452 -2.719 -0.301
C -2.333 -0.835 -1.490 0.133
H -12.895 -1.583 -3.885 0.246
H -12.295 -1.153 -2.270 0.342
H -11.940 -2.761 -2.961 0.348
H -8.807 -0.346 -4.907 0.432
H -6.527 -0.414 -3.902 0.479
H -8.176 -2.206 -0.382 0.219
H -10.396 -2.140 -1.362 0.405
H -6.204 -1.991 0.461 0.182
H -4.746 -2.497 2.511 0.457
H -3.018 -2.863 4.250 0.429
H -0.659 -2.225 3.763 0.204
H 1.454 -0.476 -1.735 0.786
H 0.065 -0.039 -3.744 0.462
H -2.436 -0.277 -3.559 0.610
N 1.517 1.124 3.412 0.191
C 1.670 1.446 4.704 -0.117
C 1.571 0.282 5.433 -1.042
C 1.356 -0.718 4.482 -0.308
N 1.319 -0.192 3.262 -0.251
H 1.523 1.697 2.582 0.184
H 1.826 2.464 5.019 0.468
H 1.651 0.174 6.501 0.408
H 1.247 -1.782 4.623 0.637
C 9.489 2.006 1.485 -1.481
C 8.625 1.126 0.620 0.897
C 9.183 0.026 -0.014 -0.900
C 8.392 -0.856 -0.732 -0.762
C 7.037 -0.615 -0.849 -0.948
C 6.469 0.515 -0.266 -0.239
N 5.056 0.646 -0.413 -0.098
C 4.328 1.785 -0.621 -0.394
C 4.931 2.905 -1.221 -0.344
C 4.211 4.046 -1.483 -0.617
C 2.853 4.135 -1.156 -0.911
C 2.239 3.057 -0.578 -0.741
C 2.944 1.867 -0.307 0.774
C 2.204 0.786 0.315 1.665
O 1.020 0.965 0.796 -1.143
O 2.655 -0.406 0.386 -1.102
C 7.248 1.381 0.507 1.312
C 6.653 2.502 1.325 -1.412
H 10.541 1.757 1.358 0.397
H 9.238 1.871 2.540 0.341
H 9.355 3.064 1.249 0.315
H 10.245 -0.165 0.086 0.373
H 8.829 -1.734 -1.190 0.386
H 6.398 -1.288 -1.409 0.492
H 4.511 -0.175 -0.226 0.371
H 5.976 2.840 -1.495 0.599
H 4.702 4.885 -1.960 0.425
H 2.297 5.040 -1.357 0.427
H 1.190 3.102 -0.312 0.469
H 6.992 3.480 0.972 0.338
H 6.978 2.409 2.364 0.462
H 5.569 2.495 1.315 0.319
Cl 1.523 -3.229 1.948 -0.447
```

***

# 3
# C3H11NO3S

A 3-piece molecular cluster, C3H11NO3S overall in a non-equilibrium geometry (ωB97M-V with the def2-TZVPD basis set, the OMol25 dataset).

Values from the calculation:
- orbital gap (hartree) = 0.36274
- ΔE to the lowest compared entry with this formula, charge and spin (kcal/mol) = 21.6
- HOMO (eV) = -9.273
- net charge = 0

XYZ file:
```
19
Properties=species:S:1:pos:R:3:nbo_charge:R:1
O -2.448 2.098 -0.655 -0.629
C -1.731 1.381 0.009 0.535
N -1.565 0.055 -0.186 -0.616
C -0.543 -0.678 0.569 -0.252
C 0.870 -0.163 0.198 -0.516
S 2.230 -1.239 0.779 -0.081
H -1.245 1.752 0.922 0.111
H -2.007 -0.400 -0.959 0.403
H -0.459 -1.670 0.141 0.246
H -0.781 -0.544 1.617 0.206
H 1.122 0.827 0.541 0.238
H 0.858 -0.125 -0.894 0.207
H 3.150 -0.294 0.965 0.135
O 0.434 3.054 -0.322 -0.944
H 0.716 3.730 -0.953 0.470
H -0.462 3.421 -0.233 0.478
O 0.329 -3.745 -0.271 -0.947
H 0.268 -3.730 -1.229 0.473
H 1.265 -3.730 -0.039 0.484
```

***

# 4
# C2H3N3O2PS

An isolated ion of composition C2H3N3O2PS and charge -1 in a non-equilibrium geometry (ωB97M-V with the def2-TZVPD basis set, the OMol25 dataset).

Values from the calculation:
- orbital gap (hartree) = 0.28485
- ΔE to the lowest compared entry with this formula, charge and spin (kcal/mol) = 0.0
- HOMO (eV) = -4.029
- net charge = -1

XYZ file:
```
12
Properties=species:S:1:pos:R:3:nbo_charge:R:1
O 2.309 1.318 -1.034 -1.099
P 1.755 0.319 0.037 1.884
O 1.668 0.870 1.573 -1.001
S 2.424 -1.549 0.050 -0.815
C -0.032 0.000 -0.131 -0.267
C -0.832 -0.230 -1.331 -0.075
N -2.099 -0.346 -0.976 -0.274
N -2.074 -0.221 0.333 -0.179
N -0.900 -0.075 0.870 -0.282
H 1.103 0.246 2.047 0.500
H -0.356 -0.277 -2.247 0.216
H -2.966 -0.056 0.809 0.390
```

***

# 5
# C49H89F3N3O13S2

A 7-piece molecular cluster, C49H89F3N3O13S2 overall in a non-equilibrium geometry (ωB97M-V with the def2-TZVPD basis set, the OMol25 dataset).

Values from the calculation:
- orbital gap (hartree) = 0.19140
- HOMO (eV) = -10.567
- net charge = +1

XYZ file:
```
159
Properties=species:S:1:pos:R:3:mulliken_charge:R:1
C -4.984 2.908 3.852 -0.421
C -4.755 2.757 2.550 -0.545
C -4.193 2.448 1.046 0.066
C -4.192 0.814 0.812 -0.709
C -2.783 0.265 0.263 -0.184
C -1.829 -0.701 1.170 0.620
C -2.061 -0.129 2.654 -1.343
C -0.903 -0.004 3.740 0.435
C -1.309 1.226 4.776 -0.658
C -2.393 0.733 5.868 0.102
O -2.549 1.617 7.010 -0.379
C -2.471 0.901 8.275 -0.588
C -0.289 -0.295 0.686 0.048
C 0.065 1.300 0.840 0.743
S 1.641 1.832 1.618 -0.303
C 2.712 2.551 0.227 -0.172
C 2.647 4.167 0.134 -0.631
O 0.777 -1.004 1.288 0.021
C 1.990 -1.246 0.633 0.582
O 2.307 -1.393 -0.584 -0.642
C 3.250 -1.524 1.655 0.484
C 3.409 -3.012 2.210 0.038
C 4.563 -3.439 3.226 -0.671
C 5.628 -2.343 3.670 -0.553
C 5.453 -0.866 3.110 -0.608
C 4.274 -0.431 2.123 -0.182
N -0.429 -0.394 -0.811 0.363
C -0.879 -1.703 -1.316 -2.033
C -1.323 -2.820 -0.216 1.790
C -2.230 -3.721 -1.257 -0.783
C -2.050 -5.066 -1.688 -0.876
C -0.082 -3.775 0.057 -0.998
O 0.855 -3.980 -1.086 -0.300
N 1.953 -4.555 -0.543 0.197
O 2.803 -4.572 -1.403 -0.433
N -2.102 -2.228 0.979 1.865
C -3.610 -2.379 0.766 0.056
C -4.349 -3.751 1.002 -1.183
C -4.749 -5.004 1.178 -0.672
S -1.877 -3.150 2.476 1.009
O -1.825 -4.681 2.260 -0.626
O -0.480 -2.989 3.107 -0.590
C -3.009 -3.091 3.904 0.550
F -3.337 -4.437 4.416 -0.219
F -4.316 -2.527 3.850 -0.202
F -2.456 -2.532 5.144 -0.199
H -4.843 3.284 4.942 0.352
H -3.142 2.910 0.995 0.130
H -4.948 2.933 0.299 0.443
H -5.047 0.647 0.031 0.379
H -4.582 0.373 1.794 0.358
H -3.066 -0.197 -0.776 0.491
H -2.288 1.255 -0.091 -0.967
H -2.291 1.022 2.544 -0.112
H -3.085 -0.480 3.101 0.139
H 0.143 0.296 3.382 -0.257
H -0.732 -0.871 4.468 0.418
H -0.325 1.453 5.349 0.304
H -1.592 2.190 4.216 0.248
H -2.001 -0.290 6.275 0.200
H -3.439 0.504 5.402 0.056
H -1.368 0.817 8.658 0.260
H -3.072 1.433 9.123 0.243
H -2.893 -0.178 8.233 0.258
H 0.069 1.856 -0.201 -0.371
H -0.767 1.906 1.396 -0.351
H 2.222 2.132 -0.750 0.113
H 3.787 2.148 0.237 0.657
H 3.749 4.546 0.181 0.326
H 1.957 4.672 0.899 0.255
H 2.293 4.428 -0.949 -0.131
H 2.642 -3.825 1.881 0.227
H 4.604 -4.533 3.617 0.395
H 6.490 -2.650 4.387 0.307
H 6.251 -0.099 3.471 0.292
H 4.210 0.656 1.771 0.120
H 0.350 0.045 -1.317 0.599
H -0.137 -2.042 -2.117 0.322
H -1.816 -1.442 -1.980 0.448
H -3.093 -3.157 -1.811 0.202
H -2.013 -5.984 -0.981 -0.033
H -1.860 -5.297 -2.817 0.298
H 0.629 -3.524 0.923 0.298
H -0.328 -4.899 0.287 1.027
H -4.025 -2.014 -0.233 0.782
H -4.094 -1.697 1.574 0.436
H -5.138 -6.098 1.150 0.531
C -4.373 -9.851 0.213 -1.317
C -3.621 -8.828 -0.625 0.299
C -2.118 -9.037 -0.536 -1.227
O -3.945 -7.513 -0.171 -0.484
H -4.101 -9.765 1.271 0.340
H -5.451 -9.681 0.150 0.329
H -4.158 -10.869 -0.121 0.407
H -3.942 -8.902 -1.668 0.262
H -1.767 -8.923 0.495 0.303
H -1.590 -8.288 -1.134 0.313
H -1.836 -10.031 -0.892 0.421
H -3.665 -7.438 0.753 0.348
C -0.967 5.159 -1.956 -1.112
C -0.835 3.766 -2.547 0.686
C -1.543 3.663 -3.888 -1.734
O -1.393 2.814 -1.642 0.022
H -2.018 5.413 -1.781 0.367
H -0.462 5.213 -0.987 0.312
H -0.532 5.911 -2.619 0.059
H 0.223 3.517 -2.670 0.167
H -2.615 3.863 -3.781 0.408
H -1.450 2.652 -4.295 0.371
H -1.126 4.370 -4.609 0.306
H -2.331 3.026 -1.526 0.125
C 2.664 8.257 0.831 -1.412
C 1.641 7.858 -0.220 1.331
C 0.969 9.078 -0.830 -1.486
O 0.650 7.021 0.377 -0.387
H 2.189 8.803 1.653 0.377
H 3.130 7.369 1.270 0.299
H 3.447 8.887 0.401 0.367
H 2.128 7.276 -1.005 -0.302
H 0.434 9.653 -0.067 0.427
H 0.228 8.775 -1.575 0.261
H 1.702 9.732 -1.310 0.356
H 0.211 7.528 1.076 0.292
C -1.725 2.387 -8.442 -1.353
C -0.526 3.145 -7.895 0.504
C 0.718 2.891 -8.732 -1.336
O -0.282 2.738 -6.550 -0.438
H -1.545 1.307 -8.427 0.347
H -2.609 2.569 -7.824 0.311
H -1.948 2.689 -9.469 0.394
H -0.745 4.216 -7.877 0.241
H 0.983 1.829 -8.727 0.353
H 1.575 3.433 -8.321 0.322
H 0.568 3.209 -9.768 0.386
H -0.087 1.790 -6.555 0.273
C 1.641 6.919 -4.859 -1.125
C 2.845 7.672 -4.315 0.356
C 4.085 7.415 -5.155 -1.443
O 3.091 7.264 -2.970 -0.455
H 1.817 5.837 -4.845 0.300
H 0.760 7.103 -4.238 0.142
H 1.416 7.222 -5.885 0.450
H 2.629 8.745 -4.296 0.321
H 4.347 6.352 -5.151 0.363
H 4.945 7.953 -4.746 0.343
H 3.934 7.733 -6.190 0.397
H 3.283 6.315 -2.976 0.288
C 4.745 -8.217 2.886 -1.143
C 6.112 -7.559 2.769 0.320
C 6.161 -6.589 1.599 -0.894
O 7.107 -8.564 2.593 -0.560
H 4.510 -8.793 1.984 0.314
H 4.728 -8.920 3.723 0.334
H 3.960 -7.471 3.038 0.287
H 6.345 -7.028 3.697 0.255
H 5.975 -7.108 0.652 0.352
H 7.152 -6.133 1.520 0.307
H 5.418 -5.795 1.713 0.076
H 6.909 -9.040 1.774 0.357
```

***

# 6
# C24H27Br2IrN6O3

C24H27Br2IrN6O3 as an isolated structure in a non-equilibrium geometry (ωB97M-V with the def2-TZVPD basis set, the OMol25 dataset).

Values from the calculation:
- multiplicity = 2
- orbital gap (spin up / spin down) (hartree) = 0.29299 / 0.27259
- ΔE to the lowest compared entry with this formula, charge and spin (kcal/mol) = 0.0
- expectation value of S² = 0.756
- HOMO (spin up / spin down) (eV) = -17.018 / -17.483
- net charge = +3

XYZ file:
```
63
Properties=species:S:1:pos:R:3:mulliken_spin:R:1
Ir 0.054 -0.188 -0.199 0.018
Br 3.274 -3.933 -4.643 0.000
C 2.357 -2.864 -3.439 0.000
C 1.281 -2.085 -3.851 0.001
C 0.637 -1.300 -2.923 -0.001
N 1.008 -1.246 -1.634 0.008
C 2.037 -2.025 -1.218 0.001
C 2.729 -2.832 -2.097 0.000
C 2.327 -1.946 0.227 -0.001
C 3.408 -2.554 0.835 -0.001
C 3.601 -2.383 2.203 -0.001
Br 5.041 -3.185 3.053 0.000
C 2.707 -1.587 2.913 0.000
C 1.653 -1.013 2.239 -0.001
N 1.446 -1.200 0.928 -0.002
H 0.948 -2.088 -4.880 0.000
H -0.197 -0.677 -3.211 0.000
H 3.548 -3.447 -1.754 0.000
H 4.110 -3.144 0.264 0.000
H 2.836 -1.412 3.972 0.000
H 0.944 -0.376 2.748 -0.003
O 1.506 1.351 -0.039 0.007
C 1.196 2.770 -0.301 0.004
C 1.348 3.083 -1.770 -0.001
C 0.641 2.052 -2.661 0.001
C -0.815 1.909 -2.314 0.000
C -1.732 2.747 -2.936 0.000
C -3.065 2.732 -2.575 0.000
C -3.466 1.861 -1.571 0.000
C -2.524 1.041 -0.997 0.003
N -1.221 1.036 -1.359 -0.001
H 2.361 1.155 -0.445 0.000
H 1.862 3.358 0.327 0.004
H 0.180 2.902 0.053 0.002
H 2.404 3.126 -2.048 0.000
H 0.946 4.084 -1.941 0.000
H 1.156 1.097 -2.590 0.000
H 0.723 2.371 -3.699 0.000
H -1.378 3.420 -3.706 0.000
H -3.776 3.387 -3.060 0.000
H -4.494 1.812 -1.241 0.000
H -2.800 0.343 -0.221 0.000
N -2.765 0.682 3.820 0.326
C -2.028 1.790 3.697 0.168
C -0.742 1.795 2.203 0.231
O -0.115 2.785 2.368 0.208
O -0.864 0.848 1.426 0.015
H -3.695 0.632 3.434 -0.010
H -2.529 -0.019 4.507 -0.011
H -1.270 1.955 4.453 0.016
H -2.535 2.674 3.329 0.016
C -0.831 -3.076 1.821 0.001
C -1.434 -2.808 0.489 0.001
N -1.309 -1.728 -0.285 0.000
C -2.103 -1.948 -1.410 0.000
C -2.699 -3.154 -1.302 -0.001
N -2.267 -3.672 -0.108 0.000
H -0.624 -2.144 2.337 0.001
H 0.093 -3.650 1.736 0.000
H -1.525 -3.657 2.428 0.000
H -2.191 -1.232 -2.205 0.000
H -3.387 -3.672 -1.947 0.000
H -2.546 -4.561 0.282 0.000
```

***

| no. | electronic energy (eV) |
| --- | --- |
| 1 | -9748.460 |
| 2 | -71858.676 |
| 3 | -21757.010 |
| 4 | -30814.936 |
| 5 | -113129.915 |
| 6 | -183310.448 |